[1]
# C4H9NO

A single C4H9NO molecule (the ωB97M-V functional and the def2-TZVPD basis, OMol25).

Summary:
ΔE to the lowest compared entry with this formula, charge and spin   56.8 kcal/mol
2S+1   1
Net charge   0
SMILES   CN(C)CC=O
Highest occupied orbital energy   -8.9 eV

```
15
C4H9NO | OMol25 | the ωB97M-V functional and the def2-TZVPD basis
C -0.39 0.27 1.46
N 0.44 -0.01 0.29
C 1.47 1.01 0.14
C -0.30 -0.29 -0.94
C -0.94 -1.64 -1.11
O -1.86 -1.63 -1.90
H -0.97 1.20 1.34
H 0.24 0.38 2.36
H -1.08 -0.55 1.64
H 2.06 1.11 1.06
H 2.17 0.72 -0.66
H 1.06 2.00 -0.10
H 0.36 -0.10 -1.78
H -1.27 0.14 -1.37
H -0.66 -2.55 -0.57
```

[2]
# C4H34N2O13

13 unconnected molecules or ions with the total composition C4H34N2O13 (the ωB97M-V functional and the def2-TZVPD basis, OMol25).

Summary:
ΔE to the lowest compared entry with this formula, charge and spin   0.0 kcal/mol
Expectation value of S²   0.755
2S+1   2
Net charge   +1
Highest occupied orbital energy (spin up / spin down)   -13.9 / -13.9 eV

```
53
C4H34N2O13 | OMol25 | the ωB97M-V functional and the def2-TZVPD basis
N 1.13 1.82 -1.03
C 1.53 1.16 0.14
C 0.62 -0.08 0.44
N 0.77 -0.63 1.61
C 1.64 -0.25 2.73
C 0.97 0.88 3.58
O -0.16 -0.49 -0.41
H 0.21 2.28 -0.90
H 1.03 1.30 -1.91
H 1.32 1.78 1.02
H 2.55 0.76 0.06
H 0.11 -1.39 1.79
H 1.82 -1.16 3.28
H 2.62 0.08 2.42
H 1.08 0.64 4.63
H 1.42 1.82 3.25
H -0.10 0.82 3.44
H -1.68 -0.32 2.67
H -3.09 -0.35 2.22
O -2.54 0.02 2.94
H 0.42 2.72 -4.40
H -0.22 1.75 -3.46
O 0.25 1.78 -4.30
H -1.49 2.95 3.31
H -0.62 3.14 2.04
O -1.15 3.60 2.69
H -4.81 -0.65 0.21
H -3.46 0.09 0.13
O -4.29 0.03 0.61
H -1.36 -1.58 -1.44
H -2.01 -1.92 -2.63
O -2.14 -1.25 -1.93
H 0.76 -1.19 -2.31
H 1.35 -1.82 -3.63
O 0.80 -1.98 -2.85
H 2.63 -2.54 -1.32
H 3.36 -3.18 -0.46
O 3.59 -2.73 -1.28
H -3.29 3.22 -0.38
H -2.80 4.45 0.35
O -2.67 3.95 -0.47
H -0.30 -3.00 0.64
H -0.72 -3.82 1.83
O -0.83 -2.94 1.45
H 1.31 -4.85 -1.34
H 0.93 -3.40 -1.83
O 1.05 -3.97 -1.04
H 4.62 0.55 0.24
H 4.48 -0.91 -0.23
O 3.99 -0.17 0.15
H -1.60 0.94 -1.49
H -2.35 2.22 -1.75
O -1.45 1.87 -1.73
```

[3]
# C4H2F5IN2

2 unconnected molecules or ions with the total composition C4H2F5IN2 (the ωB97M-V functional and the def2-TZVPD basis, OMol25).

Summary:
ΔE to the lowest compared entry with this formula, charge and spin   73.2 kcal/mol
2S+1   1
Net charge   0
Highest occupied orbital energy (spin up / spin down)   -8.3 / -10.0 eV

```
14
C4H2F5IN2 | OMol25 | the ωB97M-V functional and the def2-TZVPD basis
C -0.03 -0.48 1.22
C -0.42 -0.63 -0.10
C 1.60 1.62 0.60
C -1.80 -0.23 -0.46
N 0.29 -0.41 2.33
N 0.37 -1.29 -0.97
F 2.03 1.66 1.82
F 2.43 0.77 -0.17
F 1.68 2.67 -0.18
F -2.07 1.06 -0.36
F -2.03 -0.57 -1.77
I -3.52 -1.22 0.68
H 0.14 -1.66 -1.93
H 1.33 -1.28 -0.69
```